1.
C5H8O | the ωB97M-V functional and the def2-TZVPD basis

```
! RIJCOSX wB97M-V def2-TZVPD def2/J DEFGRID3
* xyz 0 1
O -1.334 2.372 1.962
C 0.672 0.186 -0.168
C -0.430 1.832 1.381
C 0.540 -0.825 -1.289
C -0.614 0.597 0.534
C -0.186 -1.925 -1.107
H 1.201 1.081 -0.498
H 0.600 2.238 1.467
H 1.281 -0.334 0.574
H 1.358 -0.921 -1.998
H -1.030 -0.210 1.141
H -0.110 -2.781 -1.763
H -1.446 0.854 -0.131
H -0.502 -2.163 -0.103
*
```

Properties
SMILES = C=CCCC=O
HOMO level = -0.3573 Eh
maximum force = 1.34 eV/A
Kohn-Sham gap = 10.64 eV

Atom charges from the Mulliken analysis, given in e for atoms 1 to 2: number 1, O, carries -0.471; number 2, C, carries -0.630


2.
C41H41IrN3O3Te | the ωB97M-V functional and the def2-TZVPD basis

```
! RIJCOSX wB97M-V def2-TZVPD def2/J DEFGRID3
* xyz 1 5
Ir -0.145 0.701 0.265
Te -1.166 -2.742 -1.760
O 1.711 0.630 -0.443
O -0.373 0.211 2.556
O 0.838 -3.236 -0.370
N -0.044 -1.243 0.227
N -0.287 2.660 -0.230
N -2.095 0.915 0.620
C 2.038 -3.554 2.086
C 3.406 -2.585 3.807
C -2.331 -5.480 -2.502
C 1.089 -4.617 -3.293
C 2.284 -1.160 2.223
C 1.133 -3.170 -3.721
C -1.684 -2.691 4.163
C -3.572 -4.725 -4.878
C -1.693 -5.931 -1.207
C 2.606 3.769 -2.161
C -2.211 -4.173 -2.985
C 3.787 3.392 -2.731
C -2.900 -2.882 3.447
C 2.198 -1.475 -5.104
C -3.056 -6.400 -3.256
C -2.782 -2.359 -4.695
C -0.600 0.231 -3.212
C -3.270 -1.995 2.472
C 2.314 1.550 -1.174
C 3.223 -1.082 -6.135
C -4.476 -7.044 -5.241
C 0.581 3.342 -0.899
C 3.529 1.182 -1.784
C -1.164 -0.734 2.817
C -2.847 -3.773 -4.172
C 0.354 -0.856 -3.646
C -3.680 -6.043 -4.443
C 2.862 -3.705 3.189
C -0.859 -1.648 3.884
C 1.742 -2.279 1.597
C 0.267 -2.190 -3.217
C 2.073 -2.788 -4.674
C 0.830 -2.219 0.404
C -2.888 0.085 1.226
C 1.340 -0.522 -4.565
C -2.433 -0.922 2.121
C -1.605 3.228 0.097
C -2.636 2.111 -0.055
C 3.114 -1.317 3.325
C 4.245 2.077 -2.538
C 1.837 2.869 -1.384
H -4.455 -8.030 -4.779
H 5.182 1.767 -2.986
H -1.855 4.068 -0.548
H 3.993 -0.445 -5.693
H -5.518 -6.727 -5.325
H 2.036 -5.105 -3.515
H -2.069 -6.908 -0.910
H 3.710 -1.957 -6.564
H 0.912 -4.702 -2.225
H -1.592 3.573 1.132
H -3.441 -2.233 -5.554
H 2.237 4.780 -2.301
H -0.923 0.100 -2.181
H 0.322 4.364 -1.167
H -0.609 -6.005 -1.306
H 0.064 -1.485 4.428
H -3.139 -7.421 -2.897
H -4.216 -2.117 1.953
H 2.084 -0.172 1.844
H 1.608 -4.416 1.593
H -4.073 -4.426 -5.795
H 3.866 0.164 -1.628
H 1.433 0.515 -4.881
H 0.301 -5.152 -3.827
H -3.088 -1.646 -3.925
H -1.492 0.236 -3.842
H -3.585 2.413 0.387
H -0.125 1.210 -3.299
H 2.737 -3.545 -5.079
H 4.067 -2.704 4.658
H 3.531 -0.442 3.809
H 3.080 -4.695 3.570
H -3.963 0.211 1.107
H 4.356 4.092 -3.330
H 2.758 -0.515 -6.943
H -3.536 -3.724 3.689
H -2.796 1.887 -1.111
H -1.898 -5.231 -0.394
H -1.412 -3.391 4.944
H -4.080 -7.131 -6.255
H -1.767 -2.107 -5.005
*
```

Properties
HOMO level (alpha / beta) = -0.3803 / -0.3809 Eh
maximum force = 1.09 eV/A
⟨S²⟩ = 6.07
Kohn-Sham gap (alpha / beta) = 7.67 / 5.42 eV

Atom charges from the Mulliken analysis, given in e for atoms 1 to 2: number 1, Ir, carries 1.227; number 2, Te, carries 0.536


3.
C23H47N4 | the ωB97M-V functional and the def2-TZVPD basis

```
! RIJCOSX wB97M-V def2-TZVPD def2/J DEFGRID3
* xyz 1 1
N 3.972 3.354 -2.434
N 0.243 -4.026 -2.489
N 1.040 -2.310 -1.420
N -1.959 0.279 4.260
C 2.021 -1.442 -0.805
C 1.815 2.606 -1.470
C 6.282 2.243 -2.379
C 2.631 -3.992 -2.237
C -2.853 0.246 6.576
C 4.754 4.185 -0.139
C -2.198 -0.453 -1.699
C -3.068 0.645 5.124
C -2.022 0.896 2.950
C -1.578 -1.121 4.283
C 3.209 2.228 -1.952
C 3.649 -4.607 -2.115
C -3.567 -1.132 -1.466
C -3.184 0.514 2.024
C 4.112 4.464 -1.504
C -0.837 -3.242 -2.109
C 1.360 -3.437 -2.050
C -5.545 -2.344 -2.479
C -1.083 -1.052 -0.813
C -4.136 -1.765 -2.731
C 5.176 2.970 -3.153
C -0.358 -2.175 -1.450
C -2.641 -2.167 3.915
H -2.049 1.980 3.097
H -0.412 -0.246 -0.547
H -5.707 -3.175 -3.151
H -1.850 -3.507 -2.319
H 1.569 -0.599 -0.310
H -1.207 -1.352 5.283
H 5.894 1.418 -1.779
H -1.527 -1.406 0.110
H -2.842 -0.836 6.710
H -4.025 0.224 4.780
H 5.837 4.102 -0.202
H 2.587 -1.984 -0.057
H -1.077 0.702 2.432
H -6.284 -1.571 -2.641
H 7.003 1.823 -3.082
H 1.255 1.701 -1.215
H -4.148 0.555 2.530
H -3.471 -1.857 -0.660
H -3.226 1.211 1.182
H -3.177 1.732 5.085
H -0.709 -1.249 3.631
H -4.169 -0.989 -3.489
H 4.868 2.331 -3.988
H -5.587 -2.713 -1.461
H -3.599 -1.967 4.396
H 6.832 2.916 -1.723
H 3.119 4.888 -1.333
H 0.246 -4.904 -2.980
H 3.730 1.686 -1.141
H -1.928 -0.446 -2.750
H 4.568 -5.106 -1.949
H -3.057 -0.483 1.602
H -3.505 -2.569 -3.108
H 4.366 3.275 0.322
H 1.840 3.231 -0.577
H 2.741 -1.054 -1.514
H 1.261 3.134 -2.247
H 5.598 3.864 -3.619
H -3.665 0.639 7.188
H -2.804 -2.231 2.839
H -4.308 -0.406 -1.150
H -2.312 -3.154 4.248
H 4.537 5.010 0.542
H -1.915 0.652 6.957
H 4.666 5.260 -2.005
H 3.092 1.517 -2.776
H -2.286 0.585 -1.400
*
```

Properties
HOMO level = -0.3701 Eh
maximum force = 1.10 eV/A
Kohn-Sham gap = 6.53 eV

Atom charges from the Mulliken analysis, given in e for atoms 1 to 2: number 1, N, carries 0.089; number 2, N, carries -0.060


4.
C2H39FO18V | the ωB97M-V functional and the def2-TZVPD basis

```
! RIJCOSX wB97M-V def2-TZVPD def2/J DEFGRID3
* xyz 1 3
V 1.501 -0.918 -1.326
F -0.385 -0.826 -1.466
O -0.938 1.527 -3.207
O 1.512 1.271 2.734
O 1.947 3.378 -0.344
O -0.590 -4.373 0.447
O -1.486 3.418 2.164
O -3.400 1.239 2.313
O 1.797 0.532 -2.857
O -3.868 3.250 0.671
O 3.935 -0.723 -1.290
O 1.110 -2.102 0.561
O -1.271 0.225 3.768
O 1.056 -2.121 3.361
O -2.439 -1.661 2.034
O 1.785 -2.396 -2.351
O 0.970 4.282 2.359
O -2.061 -2.756 -1.151
O -1.633 3.088 -0.902
O 1.730 0.931 -0.266
C 2.075 -4.077 -3.982
C 1.934 -2.593 -3.746
H -1.365 1.850 -2.386
H -1.320 -2.191 -1.466
H 1.000 1.084 -2.932
H 0.972 -1.827 1.499
H 1.145 -2.084 -4.291
H 0.899 -3.012 3.682
H -1.249 0.608 -3.317
H 0.557 -1.631 4.059
H 0.025 4.119 2.391
H -3.691 0.368 2.577
H -2.362 3.594 1.792
H -1.432 2.786 -0.015
H -2.060 -2.303 2.645
H 2.010 -4.451 -5.007
H -1.705 2.715 2.820
H 3.904 -1.083 -0.393
H -4.006 1.537 1.616
H -3.336 3.261 -0.121
H 0.556 -2.925 0.465
H 1.869 0.231 -3.793
H 1.394 -4.542 -3.280
H -1.554 -0.281 3.003
H -2.473 -3.105 -1.942
H -2.717 -2.141 1.236
H 1.164 4.666 3.195
H -0.331 -5.263 0.274
H -1.971 0.553 4.336
H 0.659 0.944 3.049
H 1.407 2.269 2.718
H 1.815 3.845 0.489
H 2.897 -2.067 -4.038
H -0.867 3.596 -1.216
H 4.140 0.197 -1.131
H -4.715 3.651 0.505
H -1.269 -4.108 -0.203
H 3.089 -4.275 -3.548
H 1.927 1.875 -0.513
H 1.630 0.925 0.753
H 2.082 4.025 -1.038
*
```

Properties
HOMO level (alpha / beta) = -0.4409 / -0.4665 Eh
maximum force = 2.43 eV/A
⟨S²⟩ = 2.01
Kohn-Sham gap (alpha / beta) = 9.43 / 10.34 eV

Atom charges from the Mulliken analysis, given in e for atoms 1 to 2: number 1, V, carries 1.292; number 2, F, carries -0.618


5.
C4H13N2OS | the ωB97M-V functional and the def2-TZVPD basis

```
! RIJCOSX wB97M-V def2-TZVPD def2/J DEFGRID3
* xyz -1 1
S 0.411 -2.077 2.268
O -2.419 -2.459 0.287
N -0.031 1.918 -1.907
N 1.350 1.087 -0.145
C -0.936 0.736 0.832
C 0.734 -1.282 0.575
C 1.070 0.896 -1.552
C 0.535 0.235 0.856
H 2.347 1.090 0.065
H 0.023 -1.769 -0.126
H 1.892 1.095 -2.244
H -0.843 1.489 -1.438
H 0.814 -0.110 -1.759
H -2.227 -2.309 1.166
H 1.721 -1.581 0.300
H -1.020 1.826 0.843
H 0.170 2.746 -1.488
H -1.558 0.205 0.066
H -1.362 0.624 1.827
H -1.733 -2.869 -0.222
H 1.063 0.510 1.795
*
```

Properties
HOMO level = -0.1009 Eh
maximum force = 5.95 eV/A
Kohn-Sham gap = 6.61 eV

Atom charges from the Mulliken analysis, given in e for atoms 1 to 2: number 1, S, carries -0.650; number 2, O, carries -0.634


6.
C4H9NO2 | the ωB97M-V functional and the def2-TZVPD basis

```
! RIJCOSX wB97M-V def2-TZVPD def2/J DEFGRID3
* xyz 0 1
O 0.741 -0.510 -0.627
O 2.406 0.353 0.451
N -1.810 -0.589 0.248
C -2.643 0.456 -0.316
C -1.524 -0.522 1.481
C 1.135 0.013 0.522
C 3.160 0.131 -0.752
H -0.216 -0.752 -0.501
H -3.459 -0.001 -0.884
H 3.170 -0.932 -1.002
H 4.171 0.480 -0.538
H -0.866 -1.270 1.917
H -1.894 0.268 2.148
H 2.728 0.695 -1.581
H -2.043 1.049 -1.017
H -3.057 1.129 0.451
*
```

Properties
HOMO level = -0.3215 Eh
maximum force = 0.51 eV/A
Kohn-Sham gap = 9.83 eV

Atom charges from the Mulliken analysis, given in e for atoms 1 to 2: number 1, O, carries -0.386; number 2, O, carries -0.157


- What is the maximum force in the sixth record?
  0.51 eV/A


Please write out number 4 again, unchanged.
C2H39FO18V | the ωB97M-V functional and the def2-TZVPD basis

```
! RIJCOSX wB97M-V def2-TZVPD def2/J DEFGRID3
* xyz 1 3
V 1.501 -0.918 -1.326
F -0.385 -0.826 -1.466
O -0.938 1.527 -3.207
O 1.512 1.271 2.734
O 1.947 3.378 -0.344
O -0.590 -4.373 0.447
O -1.486 3.418 2.164
O -3.400 1.239 2.313
O 1.797 0.532 -2.857
O -3.868 3.250 0.671
O 3.935 -0.723 -1.290
O 1.110 -2.102 0.561
O -1.271 0.225 3.768
O 1.056 -2.121 3.361
O -2.439 -1.661 2.034
O 1.785 -2.396 -2.351
O 0.970 4.282 2.359
O -2.061 -2.756 -1.151
O -1.633 3.088 -0.902
O 1.730 0.931 -0.266
C 2.075 -4.077 -3.982
C 1.934 -2.593 -3.746
H -1.365 1.850 -2.386
H -1.320 -2.191 -1.466
H 1.000 1.084 -2.932
H 0.972 -1.827 1.499
H 1.145 -2.084 -4.291
H 0.899 -3.012 3.682
H -1.249 0.608 -3.317
H 0.557 -1.631 4.059
H 0.025 4.119 2.391
H -3.691 0.368 2.577
H -2.362 3.594 1.792
H -1.432 2.786 -0.015
H -2.060 -2.303 2.645
H 2.010 -4.451 -5.007
H -1.705 2.715 2.820
H 3.904 -1.083 -0.393
H -4.006 1.537 1.616
H -3.336 3.261 -0.121
H 0.556 -2.925 0.465
H 1.869 0.231 -3.793
H 1.394 -4.542 -3.280
H -1.554 -0.281 3.003
H -2.473 -3.105 -1.942
H -2.717 -2.141 1.236
H 1.164 4.666 3.195
H -0.331 -5.263 0.274
H -1.971 0.553 4.336
H 0.659 0.944 3.049
H 1.407 2.269 2.718
H 1.815 3.845 0.489
H 2.897 -2.067 -4.038
H -0.867 3.596 -1.216
H 4.140 0.197 -1.131
H -4.715 3.651 0.505
H -1.269 -4.108 -0.203
H 3.089 -4.275 -3.548
H 1.927 1.875 -0.513
H 1.630 0.925 0.753
H 2.082 4.025 -1.038
*
```

Properties
HOMO level (alpha / beta) = -0.4409 / -0.4665 Eh
maximum force = 2.43 eV/A
⟨S²⟩ = 2.01
Kohn-Sham gap (alpha / beta) = 9.43 / 10.34 eV

Atom charges from the Mulliken analysis, given in e for atoms 1 to 2: number 1, V, carries 1.292; number 2, F, carries -0.618


- Number 5 is which compound?
  C4H13N2OS